No. 1
A structure of composition C56H44BCaCl2N8O2P2 at a distorted geometry. Source: the Open Molecules 2025 dataset; level of theory: ωB97M-V with the def2-TZVPD basis set.

Geometry (Å):
Ca  -0.013  -0.318  -0.614
Cl  -2.677  -2.913  -0.507
Cl  4.087  -6.104  -0.181
P  1.550  2.024  -2.376
P  -3.149  -0.416  1.389
O  0.048  -1.961  0.732
O  0.644  -1.598  -2.225
N  -1.925  0.054  -1.852
N  -1.037  2.678  -0.946
N  -0.695  -2.749  -3.612
N  4.022  -2.628  -2.806
N  2.196  -0.123  0.774
N  1.245  -5.053  -5.338
N  0.777  2.016  1.591
N  0.382  3.232  -2.692
C  0.532  -2.502  -3.094
C  1.565  -5.200  0.304
C  3.269  3.475  -4.101
C  2.127  2.172  1.484
C  3.084  2.920  -2.834
C  -5.370  2.829  2.461
C  4.284  1.119  1.261
C  4.183  3.463  1.821
C  4.088  3.057  -1.885
C  0.954  -2.851  0.547
C  2.769  3.391  1.792
C  -2.596  0.381  -2.735
C  -2.170  2.906  -0.277
C  -6.923  -1.897  0.539
C  2.455  0.274  -4.369
C  -1.028  -2.999  4.572
C  0.097  0.329  -5.833
C  5.434  4.292  -3.445
C  -2.226  -3.452  4.040
C  -5.336  -3.194  -0.704
C  1.393  1.063  -3.937
C  1.645  -3.268  -3.536
C  -0.502  -1.784  4.152
C  2.916  1.028  1.123
C  2.328  -2.518  0.337
C  -4.614  1.874  4.528
C  -5.884  -1.181  1.114
C  -2.698  4.821  -1.568
C  -1.549  4.602  -2.284
C  1.166  -0.437  -6.271
C  4.432  4.163  -4.403
C  1.462  -4.249  -4.535
C  4.914  2.335  1.596
C  0.210  1.080  -4.669
C  -3.974  0.856  3.830
C  2.950  -2.925  -3.125
C  0.620  -4.233  0.525
C  5.264  3.736  -2.189
C  3.276  -3.534  0.099
C  -4.719  1.823  1.767
C  0.075  3.040  1.992
C  -0.743  3.502  -1.941
C  -5.315  2.859  3.850
C  2.344  -0.466  -5.534
C  -2.902  -2.690  3.096
C  -3.030  3.951  -0.531
C  0.609  4.323  2.244
C  -1.168  -1.034  3.198
C  -6.650  -2.898  -0.379
C  1.954  4.495  2.134
C  -4.308  -2.474  -0.118
C  -4.553  -1.443  0.793
C  2.848  -1.181  0.413
C  2.905  -4.848  0.096
C  -4.020  0.815  2.441
C  -2.381  -1.474  2.671
B  -3.483  0.891  -3.945
H  3.169  -1.093  -5.845
H  1.282  -6.245  0.277
H  2.516  3.337  -4.870
H  -4.634  0.569  -3.732
H  -0.418  -4.497  0.681
H  4.568  4.584  -5.391
H  -3.436  0.091  4.375
H  0.448  -1.437  4.539
H  6.041  3.824  -1.440
H  -6.113  -0.402  1.828
H  -2.633  -4.406  4.352
H  -3.934  4.068  0.049
H  -5.914  3.592  1.919
H  4.305  -3.263  -0.099
H  -7.455  -3.451  -0.846
H  -0.713  -0.119  2.832
H  -0.986  2.874  2.139
H  5.994  2.361  1.668
H  -3.835  -3.054  2.683
H  3.955  2.628  -0.900
H  -7.946  -1.666  0.808
H  2.418  5.455  2.328
H  3.370  0.215  -3.792
H  1.075  -1.037  -7.168
H  0.484  3.798  -3.521
H  4.908  0.251  1.108
H  -3.051  0.366  -4.953
H  -5.094  -3.976  -1.410
H  -0.646  1.647  -4.325
H  -3.355  2.102  -3.990
H  -4.565  1.890  5.609
H  6.347  4.821  -3.687
H  -0.496  -3.599  5.300
H  -3.344  5.652  -1.821
H  3.916  -1.125  0.188
H  -5.816  3.647  4.398
H  -4.755  1.812  0.681
H  -0.051  5.136  2.517
H  -1.268  5.241  -3.111
H  -1.422  -2.084  -3.398
H  4.659  4.407  2.057
H  -0.838  0.336  -6.378
H  -2.403  2.183  0.496
H  -0.792  -3.337  -4.422

Properties
DFT total energy = -137547.9229 eV
highest occupied orbital energy = -5.050 eV
orbital gap = 6.678 eV
net charge = -1



No. 2
A structure of composition C56H45N8O4SSr at a distorted geometry. Source: the Open Molecules 2025 dataset; level of theory: ωB97M-V with the def2-TZVPD basis set.

Geometry (Å):
Sr  10.879  19.158  17.144
S  14.706  14.580  21.581
O  13.136  27.802  21.153
O  16.866  21.471  10.549
O  11.526  9.947  17.002
O  9.666  17.934  26.316
N  14.224  16.560  23.313
N  13.113  18.286  16.591
N  14.361  17.251  21.130
N  11.338  17.339  19.008
N  14.239  16.922  19.858
N  12.051  17.466  16.031
N  12.551  21.191  16.895
N  11.073  20.424  19.337
C  13.722  23.142  16.888
C  9.855  18.593  22.288
C  15.930  20.080  13.715
C  12.068  22.662  18.797
C  12.947  24.099  20.731
C  14.062  21.268  12.904
C  8.525  17.188  26.823
C  8.627  17.889  24.174
C  14.165  22.398  15.856
C  10.924  18.819  23.117
C  11.027  13.636  17.096
C  10.216  20.008  20.331
C  12.688  16.617  15.116
C  12.349  24.007  19.440
C  10.792  16.321  21.045
C  11.906  16.134  19.060
C  12.647  15.438  18.011
C  13.479  21.214  15.920
C  11.589  15.472  20.387
C  12.229  13.954  17.752
C  14.926  16.406  15.054
C  10.844  12.299  16.738
C  13.865  20.037  15.034
C  12.733  22.420  17.587
C  9.698  18.116  24.980
C  16.679  20.393  12.610
C  14.218  19.346  19.295
C  15.953  17.044  15.969
C  16.083  21.192  11.647
C  10.450  22.228  20.609
C  15.536  17.574  17.125
C  13.769  15.644  15.759
C  10.149  18.623  20.748
C  14.418  16.196  21.931
C  12.919  26.588  20.532
C  13.118  12.951  18.136
C  9.859  21.111  21.172
C  10.928  18.639  24.483
C  11.673  11.287  17.234
C  14.609  20.436  13.806
C  14.114  17.477  17.513
C  11.164  21.799  19.514
C  10.234  9.471  16.736
C  8.695  18.083  22.802
C  13.681  18.730  15.335
C  12.974  29.009  20.429
C  12.073  25.187  18.718
C  13.316  25.392  21.181
C  12.241  26.465  19.300
C  12.777  11.637  17.947
C  16.271  22.361  9.544
C  10.682  17.513  20.242
C  13.594  16.047  17.255
C  14.153  17.853  19.006
C  13.845  17.468  14.484
C  14.789  21.688  11.822
H  13.250  19.840  19.315
H  9.291  21.180  22.039
H  14.775  19.868  18.464
H  13.121  29.804  21.172
H  9.998  12.028  16.191
H  13.434  10.842  18.380
H  7.931  17.828  22.138
H  10.475  16.261  22.054
H  10.159  8.452  17.118
H  15.297  21.953  9.235
H  16.883  22.473  8.668
H  13.762  15.805  23.780
H  14.350  22.479  11.236
H  13.912  17.726  13.443
H  7.756  17.394  24.631
H  16.403  19.470  14.479
H  17.727  20.147  12.482
H  12.090  14.539  20.695
H  7.613  17.773  26.835
H  13.761  14.568  15.585
H  13.641  29.091  19.548
H  13.592  17.325  23.260
H  11.914  19.051  22.626
H  13.995  24.131  17.235
H  10.302  14.399  17.013
H  13.930  25.586  22.101
H  16.283  17.939  17.781
H  11.736  27.338  18.832
H  16.176  23.373  9.993
H  10.026  9.434  15.665
H  8.818  16.942  27.867
H  14.018  13.309  18.686
H  13.049  21.670  13.050
H  17.022  17.092  15.732
H  11.917  16.291  14.365
H  11.959  29.121  19.946
H  11.568  25.185  17.799
H  13.152  23.175  21.295
H  14.705  19.563  20.200
H  14.961  22.612  15.170
H  9.507  10.088  17.205
H  10.432  23.253  20.920
H  11.825  18.801  25.149
H  8.433  16.265  26.250
H  15.342  15.863  14.216

Properties
DFT total energy = -90578.7218 eV
highest occupied orbital energy = -3.603 eV
orbital gap = 4.801 eV
net charge = -1



No. 3
A structure of composition C56H46CrN6O8S2 at a distorted geometry. Source: the Open Molecules 2025 dataset; level of theory: ωB97M-V with the def2-TZVPD basis set.

Geometry (Å):
Cr  0.867  -0.602  0.051
S  5.768  0.863  -1.111
S  4.785  -1.663  -2.629
O  1.225  -2.585  2.464
O  -0.342  -1.708  -1.068
O  1.653  -2.245  1.297
O  6.171  1.928  -0.149
O  -0.580  0.044  1.162
O  -2.182  -3.805  1.350
O  6.843  0.029  -1.622
O  -3.230  -2.021  2.227
N  0.894  0.959  -1.207
N  4.326  4.683  -5.518
N  -0.371  9.219  0.421
N  2.704  -1.340  -1.068
N  2.046  0.500  1.293
N  4.563  0.029  -0.573
C  0.703  3.142  -1.960
C  1.531  -5.581  -0.148
C  3.597  3.266  -3.556
C  -0.614  -0.274  3.813
C  2.697  0.111  2.451
C  1.915  4.912  0.366
C  0.871  2.265  -0.859
C  -2.588  1.769  -0.044
C  2.587  1.190  3.455
C  -4.905  2.295  -0.294
C  -2.960  -3.387  2.489
C  -0.476  5.838  1.361
C  0.446  -4.701  0.129
C  -0.193  4.492  1.393
C  0.559  2.213  -3.023
C  3.909  2.309  -2.584
C  1.747  -6.114  -1.413
C  -3.187  -3.982  -1.491
C  2.039  2.243  2.761
C  1.704  1.822  1.480
C  -1.415  -2.675  0.875
C  4.470  3.611  -4.577
C  1.048  -5.493  -2.436
C  -4.343  -4.104  2.450
C  3.952  -0.891  -1.294
C  0.994  3.977  0.750
C  -0.035  8.115  0.510
C  -2.864  0.828  0.984
C  -4.010  -1.611  -2.672
C  -1.814  -0.087  1.637
C  5.616  2.879  -4.679
C  5.158  1.684  -2.562
C  -4.237  0.702  1.376
C  1.227  2.583  0.438
C  -4.469  -3.859  -1.993
C  -3.597  2.511  -0.686
C  -0.055  -4.661  -2.237
C  -0.341  -4.149  -0.920
C  -2.379  -1.530  1.223
C  3.413  -2.751  -2.845
C  2.460  -2.432  -1.948
C  -2.764  0.582  5.404
C  -5.233  1.386  0.711
C  -2.774  -1.699  -2.050
C  0.391  6.734  0.722
C  -0.485  -0.225  5.166
C  1.613  6.280  0.249
C  -4.866  -2.718  -2.684
C  5.968  1.979  -3.609
C  0.590  0.911  -2.548
C  -2.880  0.625  3.968
C  -1.089  -2.816  -0.613
C  -2.374  -2.881  -1.450
C  -1.798  0.047  3.182
C  -2.387  -3.510  3.881
C  -1.561  0.122  5.972
H  -0.417  -4.197  -3.140
H  0.615  -0.006  -3.116
H  -2.087  -0.866  -2.208
H  -3.385  3.266  -1.484
H  -0.946  3.874  1.886
H  3.281  1.228  4.332
H  0.111  -0.790  3.198
H  2.611  -6.780  -1.496
H  -1.578  1.792  -0.436
H  -3.747  1.074  3.522
H  -5.121  -4.758  -2.002
H  0.478  -0.496  5.623
H  -4.496  -0.005  2.175
H  -4.133  -5.162  2.644
H  -4.938  -3.734  3.234
H  -1.423  0.053  7.063
H  4.735  4.375  -6.379
H  3.317  4.943  -5.563
H  3.221  2.179  -1.736
H  -4.421  -0.707  -3.121
H  -0.501  -2.594  1.474
H  6.944  1.533  -3.684
H  -2.792  -4.954  -1.215
H  2.276  6.985  -0.306
H  2.033  3.220  3.299
H  3.344  -3.548  -3.553
H  2.145  -5.912  0.691
H  2.630  3.609  -3.451
H  -3.495  1.074  6.040
H  -5.733  2.742  -0.845
H  -2.173  -4.541  4.094
H  -3.111  -3.176  4.675
H  0.444  2.431  -4.114
H  0.354  -4.296  1.173
H  -5.907  -2.734  -3.094
H  1.159  -5.867  -3.485
H  2.863  4.531  -0.057
H  -1.392  6.210  1.852
H  -4.833  -3.810  1.448
H  1.520  -2.871  -1.792
H  6.394  3.042  -5.455
H  -6.261  1.262  0.907
H  2.881  -0.977  2.664
H  0.426  4.152  -2.075
H  -3.125  -1.436  0.418
H  -1.416  -2.936  4.057

Properties
2S+1 = 5
DFT total energy = -134228.1421 eV
highest occupied orbital energy (alpha / beta) = -3.031 / -2.623 eV
orbital gap (alpha / beta) = 6.511 / 6.031 eV
net charge = -2



No. 4
A cluster of 4 separate species, C56H47ClO8 in total at a distorted geometry. Source: the Open Molecules 2025 dataset; level of theory: ωB97M-V with the def2-TZVPD basis set.

Geometry (Å):
Cl  -0.907  -2.145  -2.717
O  2.311  -6.814  -0.792
O  -3.024  4.585  -2.592
O  -6.970  2.658  7.064
O  3.530  2.096  6.547
O  4.032  -0.605  1.973
O  -2.673  2.871  3.908
O  -1.356  3.033  -3.309
O  0.726  -8.276  -5.671
C  -5.982  2.732  6.352
C  3.804  -8.796  -2.076
C  -0.262  3.282  -6.254
C  -3.542  2.329  6.021
C  1.869  1.153  2.184
C  -1.548  -5.415  -3.637
C  2.675  -8.205  -2.647
C  0.720  -6.574  -2.501
C  4.484  -9.800  -2.759
C  -2.204  1.618  -5.309
C  -7.419  4.263  3.226
C  -4.536  1.835  8.166
C  -7.321  3.718  4.503
C  -1.472  0.570  -2.888
C  -6.286  4.366  2.421
C  -5.057  3.907  2.886
C  -4.661  2.292  6.853
C  1.070  -7.963  -4.543
C  -1.158  -5.062  -2.347
C  1.458  4.255  -2.559
C  1.098  5.127  -3.891
C  -2.305  1.886  6.496
C  -3.650  2.850  4.642
C  2.925  -9.619  -4.591
C  0.795  2.019  2.370
C  -2.156  3.089  -0.796
C  6.905  -0.324  6.048
C  -2.212  3.653  -2.310
C  0.642  2.693  3.578
C  4.944  -0.107  4.078
C  -0.678  -0.559  -3.701
C  -0.814  -6.353  -4.356
C  3.660  1.502  5.488
C  1.571  2.515  4.599
C  -6.086  3.272  4.978
C  5.813  0.515  6.245
C  -3.300  1.407  8.641
C  7.010  -1.069  4.876
C  -4.956  3.352  4.163
C  0.317  -6.941  -3.784
C  0.946  -0.311  -3.674
C  1.310  3.201  -5.782
C  -2.186  1.425  7.803
C  -0.023  -5.636  -1.780
C  1.932  -7.168  -1.896
C  2.801  0.966  3.208
C  4.039  -10.218  -4.012
C  4.827  0.621  5.262
C  2.659  1.658  4.411
C  -0.847  1.769  -6.157
C  1.887  4.595  -5.214
C  -2.258  2.364  0.294
C  3.932  0.033  3.008
C  2.244  -8.607  -3.912
C  6.033  -0.962  3.891
C  -2.080  1.797  -3.724
H  1.126  3.148  -2.681
H  4.153  -8.479  -1.098
H  -2.150  1.671  1.214
H  -1.075  -0.811  -4.746
H  1.880  2.794  -6.709
H  0.075  2.166  1.571
H  -4.179  3.985  2.251
H  -3.204  1.056  9.664
H  -5.401  1.814  8.824
H  -0.029  5.251  -4.066
H  7.675  -0.399  6.811
H  -1.223  1.084  8.172
H  -2.927  2.454  -5.686
H  -0.200  3.363  3.723
H  5.360  -10.261  -2.311
H  -1.737  -4.338  -1.783
H  -2.302  0.090  -2.225
H  -0.719  1.025  -2.120
H  1.963  5.413  -6.033
H  -1.127  -6.627  -5.359
H  0.819  4.701  -1.691
H  0.015  1.079  -5.846
H  -0.879  4.015  -5.623
H  0.277  -5.354  -0.775
H  1.979  0.627  1.240
H  1.518  6.194  -3.673
H  5.735  1.090  7.164
H  -8.379  4.614  2.859
H  2.586  4.315  -2.349
H  1.434  -0.634  -4.683
H  7.858  -1.731  4.727
H  4.563  -11.010  -4.538
H  2.586  -9.946  -5.569
H  1.458  2.417  -4.930
H  -0.246  3.677  -7.348
H  -3.168  1.959  -3.328
H  -8.206  3.646  5.127
H  1.449  3.048  5.537
H  -2.429  -4.962  -4.081
H  1.424  -0.912  -2.816
H  -1.113  1.463  -7.253
H  1.180  0.806  -3.465
H  -1.432  1.902  5.850
H  2.972  4.369  -4.845
H  -2.772  0.622  -5.517
H  6.123  -1.542  2.977
H  -6.360  4.804  1.430

Properties
SMILES string = C#CC(=O)O[C@@H](CCCCCCC)C[C@@H](C)Cl.O=C1c2ccccc2C(=O)c2ccccc21.O=C1c2ccccc2C(=O)c2ccccc21.O=C1c2ccccc2C(=O)c2ccccc21
DFT total energy = -87732.0151 eV
highest occupied orbital energy = -9.602 eV
orbital gap = 8.386 eV



> Look up the DFT total energy of the second one.

-90578.7218 eV